# C17H24N2O2

The molecule C17H24N2O2 (wB97M-V/def2-TZVPD, OMol25).

## Properties
SMILES   COc1ccccc1OCCCCCc1c(C)n[nH]c1C
Charge   0
Energy above the lowest of the compared OMol25 structures with the same formula, charge and spin   246.1 kJ/mol
E_HOMO   -8.027 eV
Maximum force   0.72 eV Å⁻¹
E_LUMO   0.873 eV

Last column: natural (NBO) charge in e.
Positions of all 45 atoms, in Å:
C1 0.65106 2.81296 -0.25370  -0.265
O1 0.93717 1.49529 0.14385  -0.507
C2 2.17699 0.98840 -0.08514  0.329
C3 3.20721 1.64796 -0.73544  -0.302
C4 4.42301 1.01351 -0.94778  -0.219
C5 4.61636 -0.28020 -0.51280  -0.231
C6 3.59771 -0.94930 0.15076  -0.267
C7 2.38236 -0.32916 0.38014  0.238
O2 1.34062 -0.88098 1.07778  -0.511
C8 1.10034 -2.26671 0.95282  -0.057
C9 0.72377 -2.65490 -0.47791  -0.428
C10 -0.51154 -1.90940 -0.98944  -0.412
C11 -1.84575 -2.45898 -0.46492  -0.391
C12 -2.45399 -1.64286 0.68312  -0.413
C13 -2.66760 -0.20481 0.33946  -0.156
C14 -2.15772 0.91327 1.04118  0.174
C15 -1.32083 0.90914 2.26842  -0.663
N1 -2.53651 2.03920 0.46130  -0.307
N2 -3.27740 1.67795 -0.59110  -0.337
C16 -3.39501 0.33375 -0.70514  0.159
C17 -4.19367 -0.28864 -1.79332  -0.648
H1 0.75721 2.93780 -1.33707  0.169
H2 1.29472 3.53554 0.25849  0.171
H3 -0.38810 2.97648 0.03374  0.230
H4 3.06844 2.65624 -1.09255  0.219
H5 5.21335 1.54024 -1.46096  0.212
H6 5.55864 -0.77896 -0.68139  0.212
H7 3.76412 -1.95860 0.49477  0.215
H8 1.96521 -2.85420 1.28915  0.170
H9 0.27149 -2.46208 1.63608  0.189
H10 0.56179 -3.73405 -0.51905  0.204
H11 1.57164 -2.41742 -1.12632  0.214
H12 -0.50757 -1.97153 -2.08010  0.204
H13 -0.42106 -0.85541 -0.72038  0.226
H14 -2.56450 -2.48262 -1.28504  0.198
H15 -1.71200 -3.48973 -0.12686  0.197
H16 -1.80371 -1.68998 1.55625  0.210
H17 -3.41245 -2.09912 0.95649  0.210
H18 -1.17106 1.93068 2.60514  0.228
H19 -0.35286 0.45999 2.05486  0.253
H20 -1.80766 0.33972 3.05949  0.211
H21 -3.68504 2.38138 -1.18535  0.400
H22 -3.55612 -0.56383 -2.63457  0.224
H23 -4.68792 -1.18711 -1.43033  0.228
H24 -4.95096 0.40663 -2.15227  0.218



# C17H24N2O3

The molecule C17H24N2O3 (wB97M-V/def2-TZVPD, OMol25).

## Properties
SMILES   CCN1CCN(C(=O)/C=C/c2ccc(OC)c(OC)c2)CC1
Charge   0
Energy above the lowest of the compared OMol25 structures with the same formula, charge and spin   335.7 kJ/mol
E_HOMO   -7.977 eV
Maximum force   0.74 eV Å⁻¹
E_LUMO   0.379 eV

Last column: natural (NBO) charge in e.
Positions of all 46 atoms, in Å:
C1 -7.10915 -1.69726 -1.11299  -0.613
C2 -5.73618 -1.87824 -0.47483  -0.206
N1 -5.38198 -0.73120 0.33888  -0.450
C3 -4.29785 -0.96340 1.27423  -0.220
C4 -2.91380 -0.61306 0.71458  -0.234
N2 -2.89003 0.78769 0.34549  -0.437
C5 -1.77492 1.50795 0.04745  0.653
O1 -1.85162 2.69747 -0.22826  -0.646
C6 -0.48684 0.78868 0.06514  -0.322
C7 0.65547 1.48054 -0.02827  -0.089
C8 2.00441 0.95566 -0.04556  -0.112
C9 3.07952 1.83872 -0.12860  -0.174
C10 4.37756 1.37067 -0.14364  -0.306
C11 4.66664 0.01137 -0.07794  0.298
O2 5.94641 -0.48185 -0.08250  -0.520
C12 7.02124 0.42019 -0.16302  -0.252
C13 3.59229 -0.89806 -0.00013  0.251
O3 3.66121 -2.25879 0.07165  -0.498
C14 4.88979 -2.94478 -0.00757  -0.239
C15 2.29447 -0.40612 0.01599  -0.204
C16 -4.18677 1.42269 0.21435  -0.236
C17 -5.16181 0.46966 -0.46218  -0.229
H1 -7.09358 -0.91252 -1.86403  0.204
H2 -7.41850 -2.62384 -1.59007  0.211
H3 -7.83552 -1.43414 -0.34922  0.213
H4 -4.99009 -2.07324 -1.26804  0.156
H5 -5.76908 -2.75233 0.18059  0.193
H6 -4.30665 -2.01077 1.58099  0.211
H7 -4.47891 -0.35634 2.16777  0.195
H8 -2.16073 -0.81609 1.48202  0.208
H9 -2.70430 -1.24734 -0.15900  0.185
H10 -0.49497 -0.28638 0.12647  0.199
H11 0.56671 2.55845 -0.09552  0.228
H12 2.89842 2.90146 -0.18105  0.214
H13 5.18241 2.08533 -0.20624  0.221
H14 7.04298 1.10126 0.69379  0.178
H15 6.99449 1.00026 -1.09104  0.178
H16 7.91798 -0.19814 -0.15239  0.201
H17 5.54604 -2.70194 0.83065  0.182
H18 4.62501 -4.00158 0.03408  0.188
H19 5.40978 -2.73822 -0.94541  0.181
H20 1.50652 -1.13882 0.07809  0.218
H21 -4.57022 1.72754 1.19442  0.192
H22 -4.04439 2.32167 -0.38969  0.255
H23 -4.75866 0.20964 -1.45553  0.171
H24 -6.12100 0.97596 -0.60658  0.204



# C17H24N2O3S

A structure of composition C17H24N2O3S in a non-equilibrium geometry (wB97M-V/def2-TZVPD, OMol25).

## Properties
Charge   0
Energy above the lowest of the compared OMol25 structures with the same formula, charge and spin   224.8 kJ/mol
E_HOMO   -8.651 eV
Maximum force   1.20 eV Å⁻¹
E_LUMO   -0.537 eV

Last column: natural (NBO) charge in e.
Positions of all 47 atoms, in Å:
C1 -1.26910 -4.13395 0.29264  -0.734
C2 -2.40868 -3.21862 -0.04450  0.815
O1 -2.87919 -3.15591 -1.13613  -0.545
O2 -2.86112 -2.45378 0.98629  -0.555
C3 -2.19440 -1.17131 1.00281  -0.054
C4 -1.77310 -0.81759 2.42304  -0.468
C5 -0.45180 -0.09405 2.48014  -0.010
C6 -0.20340 1.08082 1.82957  0.284
O3 -1.23237 1.63831 1.12177  -0.506
C7 -0.89329 2.37326 -0.05688  -0.051
C8 -0.53423 1.47303 -1.25834  -0.261
C9 -1.54915 1.71177 -2.37541  -0.603
C10 0.86520 1.85695 -1.75701  -0.385
C11 1.48847 0.94817 -2.83997  -0.221
C12 2.99727 0.85448 -2.55676  -0.593
C13 0.94405 -0.48567 -2.85961  -0.609
C14 1.06440 1.72193 1.96977  -0.242
C15 2.06401 1.19993 2.72114  -0.188
C16 1.85275 -0.01552 3.41686  0.070
N1 2.69387 -0.66495 4.21594  -0.602
S1 1.91034 -1.96988 4.73374  0.963
N2 0.51063 -1.76982 3.99189  -0.643
C17 0.59208 -0.64032 3.27925  0.099
H1 -1.33046 -4.39969 1.34353  0.234
H2 -0.34792 -3.58311 0.12896  0.237
H3 -1.30304 -5.01134 -0.33502  0.240
H4 -2.85898 -0.41595 0.59821  0.199
H5 -1.30716 -1.22806 0.37976  0.169
H6 -2.53896 -0.23542 2.92945  0.227
H7 -1.66951 -1.75113 2.96019  0.249
H8 -0.11488 3.11027 0.11455  0.172
H9 -1.78782 2.93163 -0.30656  0.195
H10 -0.56670 0.44750 -0.93064  0.214
H11 -1.21636 1.30441 -3.31992  0.211
H12 -1.72318 2.77755 -2.49333  0.200
H13 -2.50948 1.28428 -2.09725  0.216
H14 0.77661 2.85996 -2.17323  0.204
H15 1.55072 1.90726 -0.91446  0.200
H16 1.40490 1.38860 -3.82999  0.196
H17 3.12276 0.45139 -1.55268  0.196
H18 3.50138 0.19922 -3.25838  0.206
H19 3.46437 1.83614 -2.55392  0.205
H20 0.90599 -0.85631 -1.83845  0.196
H21 1.61227 -1.14261 -3.40367  0.213
H22 -0.04260 -0.52281 -3.30610  0.212
H23 1.24249 2.65872 1.46833  0.221
H24 3.00233 1.72226 2.81037  0.228



# C17H24N2OS

The molecule C17H24N2OS (wB97M-V/def2-TZVPD, OMol25).

## Properties
SMILES   CC(=O)N1CN(C2CCCC2)Cc2c1sc1c2CCCC1
Charge   0
Energy above the lowest of the compared OMol25 structures with the same formula, charge and spin   0.0 kJ/mol
E_HOMO   -7.761 eV
Maximum force   0.79 eV Å⁻¹
E_LUMO   0.674 eV

Last column: natural (NBO) charge in e.
Positions of all 45 atoms, in Å:
C1 -3.26198 1.65945 -0.09431  -0.722
C2 -2.53118 1.09460 -1.28403  0.694
O1 -2.80143 1.42067 -2.42340  -0.616
N1 -1.53781 0.18341 -1.04031  -0.478
C3 -0.71904 -0.28075 -2.18224  -0.047
N2 0.67684 -0.05952 -1.96893  -0.452
C4 1.01272 1.37231 -2.00459  -0.045
C5 2.12920 1.84000 -1.06580  -0.418
C6 3.40714 1.62635 -1.86881  -0.404
C7 3.00937 2.14203 -3.24958  -0.402
C8 1.54936 1.69902 -3.42047  -0.416
C9 1.13196 -0.89349 -0.87415  -0.233
C10 0.19882 -0.82365 0.30247  -0.121
C11 -1.04675 -0.27311 0.17451  0.008
S1 -1.93517 -0.36406 1.67531  0.396
C12 -0.58799 -1.13292 2.45936  -0.180
C13 0.45642 -1.31631 1.60996  -0.051
C14 1.73827 -1.95201 2.05133  -0.419
C15 1.54243 -2.68514 3.37809  -0.388
C16 0.80437 -1.79702 4.37715  -0.385
C17 -0.62262 -1.53155 3.89397  -0.433
H1 -2.56818 2.05649 0.64318  0.235
H2 -3.91422 2.45369 -0.44801  0.247
H3 -3.86857 0.88811 0.37613  0.236
H4 -0.89585 -1.35306 -2.31737  0.194
H5 -1.06900 0.26364 -3.06069  0.246
H6 0.10380 1.94975 -1.79387  0.194
H7 1.99491 2.91024 -0.89510  0.211
H8 2.12163 1.35125 -0.09408  0.214
H9 3.64917 0.56416 -1.92306  0.194
H10 4.26059 2.15897 -1.45067  0.210
H11 3.07679 3.23100 -3.26390  0.196
H12 3.65017 1.75334 -4.03908  0.211
H13 1.48773 0.79604 -4.02616  0.221
H14 0.95282 2.47129 -3.90257  0.210
H15 1.15866 -1.92829 -1.24643  0.205
H16 2.15012 -0.63521 -0.58987  0.215
H17 2.50169 -1.17499 2.16763  0.209
H18 2.09173 -2.64455 1.28377  0.215
H19 0.95862 -3.59219 3.20791  0.199
H20 2.51271 -2.97945 3.78184  0.210
H21 1.33686 -0.84893 4.47688  0.199
H22 0.77592 -2.27405 5.35799  0.211
H23 -1.22711 -2.43818 4.00836  0.210
H24 -1.09426 -0.74994 4.49435  0.219